Entry from the Open Molecules 2025 dataset: a cluster of 2 separate species, C8H16N2O2 in total in a non-equilibrium geometry (wB97M-V/def2-TZVPD).

Geometry as XYZ:
```
28
Properties=species:S:1:pos:R:3:lowdin_charge:R:1
C -2.945 -0.284 0.064 -0.50
C 1.464 -0.350 -0.315 -0.30
C -3.888 0.501 -0.849 -0.03
C -3.347 -0.482 1.553 -0.01
C 3.691 0.654 0.299 -0.09
C 1.754 2.114 0.215 -0.05
C 0.580 -2.551 -0.463 -0.13
C 2.230 0.678 0.562 -0.33
N 1.655 0.108 -2.622 0.20
N 1.784 -0.244 -1.534 -0.07
O -1.870 -0.652 -0.295 0.06
O 1.389 -1.656 0.275 -0.11
H -4.940 0.313 -0.540 0.08
H -3.534 0.341 -1.893 0.08
H -3.673 1.669 -0.688 0.13
H -3.163 -1.491 1.739 0.05
H -4.359 -0.031 1.767 0.09
H -2.592 0.062 2.138 0.09
H 4.056 1.027 -0.648 0.08
H 4.004 -0.369 0.299 0.07
H 4.126 1.166 1.191 0.10
H 0.635 2.153 0.006 0.11
H 2.173 2.462 -0.618 0.02
H 1.981 2.817 0.895 0.03
H 1.148 -3.283 -1.150 0.11
H -0.116 -1.995 -1.155 0.07
H -0.214 -2.980 0.161 0.08
H 1.971 0.303 1.607 0.16
```

As for the spin multiplicity: 1. For the max |F|, the calculation gives 0.1133 hartree/bohr. The value obtained for the energy above the lowest of the compared OMol25 structures with the same formula, charge and spin is 236.7 kJ/mol.